ORCA calculation (wB97M-V/def2-TZVPD) on a molecular structure, C23H28Cl3N6OSTi.

Properties
Relative energy (zero: lowest compared OMol25 entry of this formula, charge and spin) in kJ/mol: 0.0
Frontier orbital gap (alpha / beta) in eV: 6.55 / 6.55

The geometry in ORCA input format:
```
! wB97M-V def2-TZVPD RIJCOSX def2/J DEFGRID3
* xyz 1 1
Ti -0.43 -0.44 -0.42
C 2.29 -1.90 0.63
N 1.04 -2.27 -0.04
C 1.37 -3.00 -1.29
C 0.27 -3.21 0.82
C -1.17 -3.21 0.43
C -1.95 -4.35 0.58
C -3.30 -4.31 0.30
C -3.88 -3.13 -0.13
C -3.11 -1.98 -0.28
C -1.74 -2.00 -0.01
H 2.87 -1.22 -0.01
H 2.91 -2.78 0.81
H 2.08 -1.41 1.57
H 1.95 -3.89 -1.04
H 1.95 -2.36 -1.95
H 0.45 -3.29 -1.80
H 0.37 -2.86 1.85
H 0.72 -4.21 0.77
H -1.49 -5.28 0.92
H -3.91 -5.20 0.41
H -4.94 -3.09 -0.35
H -3.59 -1.08 -0.62
C -0.56 0.09 -4.34
C 0.38 0.15 -3.19
O 0.22 -0.69 -2.20
N 1.34 1.01 -3.17
C 2.21 1.15 -2.02
C 1.57 2.11 -1.04
C 1.91 3.46 -1.10
C 1.22 4.36 -0.32
C 0.20 3.90 0.49
C -0.08 2.55 0.50
N 0.59 1.65 -0.24
H -0.43 -0.87 -4.85
H -0.36 0.90 -5.04
H -1.58 0.14 -3.97
H 1.35 1.93 -3.84
H 3.15 1.56 -2.37
H 2.39 0.18 -1.56
H 2.66 3.77 -1.81
H 1.46 5.42 -0.38
H -0.39 4.57 1.10
H -0.89 2.16 1.10
C -0.69 0.49 5.12
N 0.40 0.96 4.27
C 1.45 1.77 4.68
C 2.25 1.97 3.61
N 1.67 1.26 2.57
C 0.54 0.66 2.97
S -0.54 -0.35 2.11
H -0.66 1.03 6.06
H -0.58 -0.58 5.31
H -1.64 0.66 4.62
H 1.53 2.12 5.69
H 3.15 2.53 3.50
H 1.98 1.26 1.61
Cl -2.50 3.31 -3.38
C -3.29 2.19 -2.36
Cl -5.01 2.08 -2.38
Cl 1.31 3.55 -4.39
C -2.58 1.39 -1.59
N -1.91 0.65 -0.93
*
```

---

ORCA calculation (wB97M-V/def2-TZVPD) on a single C8H14O2Si molecule.

Properties
Relative energy (zero: lowest compared OMol25 entry of this formula, charge and spin) in kJ/mol: 447.1
Frontier orbital gap (alpha / beta) in eV: 9.22 / 6.32

The geometry in ORCA input format:
```
! wB97M-V def2-TZVPD RIJCOSX def2/J DEFGRID3
* xyz 0 1
C -1.76 -0.09 -0.23
C -0.21 1.26 1.26
C 1.31 1.22 1.11
C 0.43 0.81 -1.08
C -1.22 -1.35 0.01
C -0.79 1.11 -0.17
C 1.57 0.57 -0.19
C -2.08 -2.55 0.10
O -2.95 0.17 -0.50
O -1.49 2.25 -0.57
Si 3.08 -0.45 -0.59
H -0.55 0.44 1.89
H -0.56 2.20 1.70
H 1.71 2.24 1.08
H 1.81 0.71 1.94
H 0.24 -0.01 -1.77
H 0.59 1.71 -1.70
H -0.16 -1.46 0.15
H -1.64 -3.30 0.76
H -2.21 -3.01 -0.88
H -3.08 -2.28 0.45
H -2.41 1.94 -0.71
H 2.72 -1.39 -1.66
H 3.47 -1.15 0.63
H 4.17 0.42 -1.03
*
```

---

ORCA calculation (wB97M-V/def2-TZVPD) on a molecular structure, C17H18CaFNO2S2Se.

Properties
Relative energy (zero: lowest compared OMol25 entry of this formula, charge and spin) in kJ/mol: 9.7
Frontier orbital gap in eV: 7.10

The geometry in ORCA input format:
```
! wB97M-V def2-TZVPD RIJCOSX def2/J DEFGRID3
* xyz 0 1
Ca -0.36 -1.74 0.40
O 1.11 -2.13 -1.26
S 1.61 -1.22 -2.38
C 0.57 0.25 -2.22
C -0.89 -0.05 -2.53
C -1.83 1.09 -2.12
C -1.98 1.35 -0.62
S -3.17 0.21 0.13
O -2.53 -1.16 -0.03
C -3.00 0.63 1.85
C -2.66 -0.39 2.73
C -2.58 -0.10 4.08
C -2.84 1.18 4.54
C -3.20 2.18 3.65
C -3.29 1.91 2.29
C 3.14 -0.53 -1.83
C 3.29 -0.12 -0.51
C 4.52 0.39 -0.12
C 5.56 0.49 -1.04
C 5.39 0.08 -2.35
C 4.17 -0.44 -2.76
H 0.99 1.00 -2.91
H 0.72 0.60 -1.19
H -1.21 -0.99 -2.07
H -1.00 -0.21 -3.61
H -2.81 0.89 -2.56
H -1.48 2.02 -2.57
H -2.42 2.34 -0.47
H -1.06 1.27 -0.04
H -2.47 -1.39 2.37
H -2.30 -0.89 4.77
H -2.77 1.40 5.60
H -3.41 3.18 4.01
H -3.58 2.69 1.60
H 2.46 -0.17 0.19
H 4.67 0.71 0.90
H 6.52 0.88 -0.72
H 6.20 0.15 -3.06
H 4.02 -0.80 -3.77
F 0.37 0.10 1.02
Se -1.20 -6.24 0.08
C -0.78 -4.72 1.00
N -0.52 -3.71 1.54
*
```

---

ORCA calculation (wB97M-V/def2-TZVPD) on 2 unconnected molecules or ions with the total composition CH3NO3.

Properties
Relative energy (zero: lowest compared OMol25 entry of this formula, charge and spin) in kJ/mol: 145.3
Frontier orbital gap (alpha / beta) in eV: 9.01 / 9.14

The geometry in ORCA input format:
```
! wB97M-V def2-TZVPD RIJCOSX def2/J DEFGRID3
* xyz 0 3
C -0.24 -0.45 -0.25
N -0.34 0.82 0.45
O -1.17 1.70 0.16
O 0.41 0.84 1.41
O 0.71 -1.25 0.19
H -1.00 -0.91 -0.85
H 0.50 0.17 -2.22
H 1.13 -0.92 1.10
*
```

---

ORCA calculation (wB97M-V/def2-TZVPD) on 11 unconnected molecules or ions with the total composition C66H165N11O22.

Properties
Relative energy (zero: lowest compared OMol25 entry of this formula, charge and spin) in kJ/mol: 147.7
Frontier orbital gap in eV: 8.61
Structure (SMILES): COCCNCCOC.COCCNCCOC.COCCNCCOC.COCCNCCOC.COCCNCCOC.COCCNCCOC.COCCNCCOC.COCCNCCOC.COCCNCCOC.COCCNCCOC.COCCNCCOC

The geometry in ORCA input format:
```
! wB97M-V def2-TZVPD RIJCOSX def2/J DEFGRID3
* xyz 0 1
C 1.00 -1.31 -0.72
O 0.67 -0.62 -1.90
C 1.68 -0.66 -2.90
C 1.31 0.32 -4.01
N 1.40 1.68 -3.58
C 0.72 2.60 -4.49
C 0.85 4.05 -4.07
O 0.06 4.24 -2.95
C 0.10 5.57 -2.45
H 1.03 -2.39 -0.91
H 0.21 -1.12 -0.01
H 1.98 -0.99 -0.33
H 1.77 -1.65 -3.39
H 2.66 -0.42 -2.46
H 0.31 0.02 -4.39
H 2.03 0.10 -4.81
H 1.05 1.76 -2.64
H -0.36 2.36 -4.54
H 1.12 2.49 -5.50
H 0.51 4.65 -4.93
H 1.89 4.33 -3.87
H -0.33 6.31 -3.15
H 1.11 5.86 -2.12
H -0.56 5.61 -1.58
C -1.81 0.17 -6.95
O -3.10 0.08 -6.47
C -3.37 0.82 -5.29
C -3.99 2.18 -5.58
N -3.20 3.13 -6.29
C -1.92 3.41 -5.65
C -1.20 4.53 -6.39
O -0.67 4.04 -7.62
C 0.55 4.62 -7.93
H -1.06 0.09 -6.15
H -1.68 1.12 -7.49
H -1.63 -0.59 -7.70
H -2.45 0.90 -4.68
H -4.09 0.27 -4.68
H -4.30 2.65 -4.63
H -4.92 2.02 -6.13
H -3.08 2.89 -7.27
H -1.23 2.55 -5.67
H -2.12 3.78 -4.64
H -0.35 4.88 -5.77
H -1.89 5.37 -6.52
H 1.32 4.29 -7.21
H 0.54 5.72 -7.83
H 0.84 4.36 -8.94
C 11.47 -3.17 0.09
O 10.52 -4.18 -0.08
C 9.18 -3.70 -0.17
C 8.22 -4.86 -0.19
N 8.04 -5.53 1.07
C 7.20 -4.85 2.04
C 5.79 -4.58 1.57
O 5.74 -3.37 0.88
C 4.44 -3.05 0.46
H 11.50 -2.46 -0.74
H 12.44 -3.67 0.20
H 11.27 -2.61 1.02
H 9.04 -2.99 -1.01
H 9.03 -3.16 0.78
H 8.49 -5.54 -1.02
H 7.25 -4.54 -0.60
H 8.96 -5.64 1.51
H 7.63 -3.93 2.46
H 7.16 -5.52 2.91
H 5.13 -4.53 2.46
H 5.43 -5.45 1.00
H 3.99 -3.78 -0.23
H 4.47 -2.10 -0.07
H 3.76 -2.98 1.32
C 1.50 5.13 1.04
O 1.02 4.08 0.25
C 0.55 3.01 1.02
C 0.08 1.98 0.04
N -1.01 2.56 -0.70
C -1.68 1.66 -1.63
C -2.64 0.70 -0.96
O -3.43 0.18 -1.98
C -4.65 -0.40 -1.53
H 0.73 5.45 1.76
H 1.74 5.96 0.38
H 2.40 4.83 1.59
H -0.28 3.30 1.69
H 1.36 2.56 1.61
H -0.17 1.03 0.51
H 0.94 1.80 -0.64
H -0.63 3.27 -1.33
H -0.90 1.09 -2.18
H -2.32 2.20 -2.34
H -3.15 1.17 -0.11
H -2.07 -0.12 -0.45
H -4.47 -1.24 -0.85
H -5.21 -0.69 -2.42
H -5.20 0.38 -0.98
C -1.22 -4.27 3.50
O 0.16 -4.36 3.56
C 0.63 -4.13 4.89
C 2.11 -3.93 4.77
N 2.82 -4.11 6.06
C 4.23 -3.67 5.95
C 4.87 -3.86 7.30
O 4.40 -2.82 8.09
C 4.82 -2.79 9.42
H -1.49 -4.41 2.45
H -1.65 -3.32 3.83
H -1.77 -5.07 4.02
H 0.28 -4.96 5.50
H 0.15 -3.21 5.27
H 2.33 -2.96 4.31
H 2.50 -4.73 4.12
H 2.39 -3.49 6.75
H 4.31 -2.64 5.58
H 4.71 -4.33 5.22
H 5.97 -3.86 7.19
H 4.64 -4.84 7.72
H 4.42 -1.93 9.93
H 5.92 -2.84 9.48
H 4.48 -3.70 9.96
C 2.42 3.15 4.62
O 2.65 1.79 4.83
C 3.81 1.58 5.56
C 3.94 0.17 6.03
N 3.05 -0.19 7.12
C 1.64 -0.06 6.80
C 0.78 -0.82 7.80
O 0.97 -2.18 7.57
C 0.06 -3.02 8.22
H 2.03 3.64 5.52
H 1.70 3.21 3.81
H 3.32 3.70 4.31
H 3.88 2.24 6.44
H 4.69 1.79 4.93
H 4.95 0.12 6.45
H 3.85 -0.54 5.19
H 3.30 -1.10 7.50
H 1.46 -0.48 5.79
H 1.34 0.98 6.79
H -0.26 -0.49 7.60
H 0.95 -0.52 8.84
H 0.11 -2.92 9.31
H 0.37 -4.05 8.01
H -0.98 -2.88 7.90
C -3.70 6.18 -3.00
O -3.03 6.38 -1.76
C -3.28 5.35 -0.85
C -2.45 5.61 0.38
N -2.57 4.48 1.30
C -2.08 4.76 2.63
C -2.18 3.54 3.49
O -1.47 3.76 4.64
C -1.46 2.65 5.46
H -3.64 7.13 -3.53
H -4.77 5.96 -2.89
H -3.21 5.35 -3.54
H -3.08 4.35 -1.27
H -4.34 5.35 -0.56
H -2.91 6.48 0.87
H -1.40 5.84 0.13
H -2.03 3.71 0.88
H -2.64 5.60 3.06
H -1.01 5.05 2.63
H -1.76 2.70 2.91
H -3.23 3.25 3.68
H -2.47 2.43 5.81
H -0.86 2.88 6.33
H -1.04 1.77 4.95
C -6.57 -3.89 -1.55
O -5.50 -3.71 -2.43
C -5.96 -3.63 -3.75
C -4.91 -2.98 -4.61
N -3.64 -3.66 -4.51
C -2.53 -2.73 -4.78
C -1.24 -3.22 -4.19
O -0.63 -4.19 -5.00
C 0.64 -4.52 -4.53
H -6.25 -3.62 -0.54
H -6.92 -4.93 -1.47
H -7.47 -3.34 -1.83
H -6.92 -3.12 -3.87
H -6.11 -4.66 -4.12
H -4.88 -1.91 -4.34
H -5.25 -2.99 -5.65
H -3.53 -3.98 -3.55
H -2.71 -1.73 -4.37
H -2.40 -2.64 -5.86
H -1.44 -3.68 -3.19
H -0.57 -2.39 -3.95
H 1.07 -5.17 -5.29
H 0.59 -5.05 -3.57
H 1.24 -3.61 -4.41
C -3.84 -2.84 2.01
O -4.53 -1.60 1.94
C -5.58 -1.55 2.88
C -6.55 -0.45 2.56
N -7.14 -0.78 1.27
C -7.98 0.25 0.69
C -8.48 -0.19 -0.66
O -7.69 0.40 -1.71
C -8.18 -0.09 -2.96
H -3.83 -3.35 2.97
H -2.83 -2.56 1.71
H -4.29 -3.50 1.26
H -5.14 -1.33 3.88
H -6.06 -2.53 2.99
H -6.04 0.53 2.55
H -7.32 -0.43 3.33
H -6.36 -0.94 0.64
H -7.47 1.23 0.59
H -8.85 0.49 1.32
H -9.54 0.11 -0.83
H -8.56 -1.29 -0.68
H -9.14 0.39 -3.21
H -8.21 -1.18 -2.95
H -7.50 0.26 -3.74
C -9.82 7.39 -8.89
O -9.21 7.31 -7.64
C -7.98 6.60 -7.66
C -7.56 6.32 -6.23
N -6.32 5.53 -6.26
C -5.62 5.44 -4.97
C -6.37 4.56 -4.01
O -5.51 4.13 -2.97
C -6.04 3.00 -2.32
H -9.30 8.13 -9.53
H -10.85 7.71 -8.76
H -9.89 6.46 -9.47
H -7.21 7.25 -8.14
H -8.08 5.67 -8.22
H -8.36 5.78 -5.74
H -7.39 7.28 -5.72
H -5.71 5.97 -6.94
H -5.41 6.44 -4.53
H -4.63 5.06 -5.26
H -6.82 3.70 -4.51
H -7.16 5.15 -3.52
H -6.09 2.16 -3.03
H -7.02 3.12 -1.84
H -5.37 2.65 -1.53
C 6.75 -2.04 3.97
O 7.21 -3.25 4.54
C 8.22 -3.04 5.50
C 8.96 -4.33 5.68
N 9.91 -4.52 4.61
C 10.85 -5.66 4.84
C 11.68 -5.88 3.61
O 10.84 -6.33 2.59
C 11.53 -6.67 1.44
H 6.49 -1.29 4.76
H 5.81 -2.22 3.45
H 7.48 -1.52 3.32
H 7.77 -2.69 6.44
H 8.93 -2.27 5.17
H 8.21 -5.14 5.70
H 9.47 -4.33 6.65
H 9.38 -4.82 3.78
H 10.39 -6.58 5.23
H 11.55 -5.29 5.62
H 12.45 -6.64 3.83
H 12.22 -4.96 3.36
H 10.81 -6.69 0.63
H 12.04 -7.64 1.46
H 12.34 -5.95 1.28
*
```

---

ORCA calculation (wB97M-V/def2-TZVPD) on a molecular structure, C22H38BaO3P2S.

Properties
Relative energy (zero: lowest compared OMol25 entry of this formula, charge and spin) in kJ/mol: 0.0
Frontier orbital gap in eV: 5.56

The geometry in ORCA input format:
```
! wB97M-V def2-TZVPD RIJCOSX def2/J DEFGRID3
* xyz 0 1
P 1.25 2.10 -0.41
P 1.88 -1.11 -1.73
C 2.81 1.59 -1.23
C 2.73 0.45 -2.25
H 3.60 1.39 -0.48
H 3.14 2.49 -1.76
H 2.33 0.81 -3.22
H 3.76 0.13 -2.43
C 3.23 -1.84 -0.70
H 2.85 -2.76 -0.24
H 3.54 -1.17 0.11
H 4.12 -2.09 -1.30
C 1.82 -2.22 -3.18
H 2.81 -2.49 -3.59
H 1.20 -1.78 -3.96
H 1.32 -3.13 -2.83
C 1.78 3.35 0.83
H 0.88 3.59 1.43
H 2.17 4.27 0.38
H 2.53 2.91 1.50
C 0.42 3.09 -1.70
H 0.23 2.45 -2.58
H 1.00 3.97 -2.01
H -0.55 3.42 -1.28
Ba 0.19 -0.59 0.96
C 5.27 0.55 -3.92
C 5.91 0.15 -2.80
C 7.03 0.93 -2.19
C 6.86 2.47 -2.17
C 5.47 2.99 -1.95
C 4.66 3.36 -2.98
C 4.99 3.10 -4.41
C 5.67 1.74 -4.74
C -1.52 1.68 1.23
H 4.47 -0.05 -4.37
H 5.72 -0.83 -2.34
H 7.98 0.72 -2.73
H 7.19 0.58 -1.17
H 7.49 2.86 -1.36
H 7.28 2.89 -3.09
H 5.18 3.16 -0.91
H 3.79 4.00 -2.82
H 5.64 3.90 -4.81
H 4.06 3.16 -4.99
H 5.42 1.51 -5.78
H 6.77 1.88 -4.73
H -2.39 1.15 0.82
H -1.57 2.76 1.06
H -1.43 1.44 2.31
C -7.44 -4.29 3.46
C -6.03 -3.90 3.08
C -5.46 -2.67 3.47
C -4.14 -2.35 3.13
C -3.39 -3.22 2.35
C -3.91 -4.47 2.01
C -5.22 -4.79 2.35
S -1.65 -2.94 2.00
O -1.30 -1.73 2.80
O -0.98 -4.16 2.35
O -1.54 -2.57 0.55
H -7.55 -4.34 4.55
H -8.20 -3.59 3.08
H -7.68 -5.28 3.05
H -6.06 -1.97 4.04
H -3.68 -1.43 3.49
H -3.31 -5.22 1.49
H -5.64 -5.75 2.05
*
```

---

One value per record, in order, for strongest force on any atom: 0.587, 2.222, 1.240, 3.020, 1.960, 1.703 eV/Å.